<i>
ORCA calculation (ωB97M-V/def2-TZVPD) on a cluster of 2 separate species, C4H13NOS in total.

Total charge: +1
Molar mass, g mol⁻¹: 123.2
Kohn-Sham gap (alpha / beta), eV: 10.3418 / 5.1372
2S+1: 2

The geometry in XYZ format:
```
20
C4H13NOS ωB97M-V/def2-TZVPD
O 0.1290 -3.3571 -1.1177
C -0.2025 -0.0002 0.1427
C -0.4968 1.4460 -0.3020
H 0.4315 2.0366 -0.2499
C -1.1235 1.4321 -1.6650
H -1.0756 -0.6554 -0.0188
H 2.3037 -0.0490 2.5928
H -2.1123 0.9816 -1.6458
H 2.0240 1.0268 1.2024
S 0.0941 -0.1800 1.8987
H -0.5478 0.7688 -3.5302
H -1.1532 1.9040 0.4303
C 1.6356 0.6998 2.1589
H -0.0777 -3.5906 -2.0254
H -0.2566 -2.5076 -0.8851
H 0.6909 1.0713 -2.5217
H 0.6546 -0.4826 -0.3474
H 1.4635 1.5737 2.7746
N -0.2423 0.6772 -2.5727
H -1.2241 2.4757 -1.9745
```

Just the natural (NBO) charges please, in e? Sure, here they are:
1. O -0.94
2. C -0.60
3. C -0.41
4. H 0.22
5. C -0.22
6. H 0.26
7. H 0.29
8. H 0.21
9. H 0.26
10. S 0.88
11. H 0.39
12. H 0.23
13. C -0.80
14. H 0.49
15. H 0.45
16. H 0.36
17. H 0.29
18. H 0.29
19. N -0.84
20. H 0.21



<ii>
ORCA calculation (ωB97M-V/def2-TZVPD) on a cluster of 2 separate species, C4H13NOS in total.

Total charge: +1
Molar mass, g mol⁻¹: 123.2
Kohn-Sham gap (alpha / beta), eV: 10.4592 / 5.2552
2S+1: 2

The geometry in XYZ format:
```
20
C4H13NOS ωB97M-V/def2-TZVPD
N -0.2174 -1.6480 -0.2844
C 0.3263 1.3595 0.0172
H 1.7825 -0.1353 0.2950
H -2.2659 1.4520 5.7626
C 1.2195 0.2996 -0.5305
H -0.5010 0.9725 0.6167
H -0.4725 -0.3322 -1.7156
H -0.6667 -1.2238 0.5212
H 2.0223 -2.0986 -1.8698
H 0.5586 -2.3190 -2.7683
H -0.7312 -2.4105 -0.7172
H 1.5272 -0.8770 -3.0260
O -3.0199 0.8709 5.9114
C 0.4387 -0.7944 -1.2100
H 1.9746 0.7211 -1.2033
C 1.1828 -1.5724 -2.2758
H 0.8539 2.1242 0.5870
S -0.5920 2.1602 -1.3132
H 0.3467 2.1496 -2.2687
H -3.7663 1.3015 5.4716
```

Just the natural (NBO) charges please, in e? Sure, here they are:
1. N -0.46
2. C -0.53
3. H 0.25
4. H 0.47
5. C -0.44
6. H 0.22
7. H 0.30
8. H 0.40
9. H 0.25
10. H 0.23
11. H 0.41
12. H 0.24
13. O -0.94
14. C -0.08
15. H 0.25
16. C -0.62
17. H 0.27
18. S 0.17
19. H 0.13
20. H 0.47



Result of the stability comparison: <ii> is the least stable of them.



<i>
ORCA calculation (ωB97M-V/def2-TZVPD) on the molecule C8H8O2S.

Molar mass, g mol⁻¹: 168.2
Kohn-Sham gap (alpha / beta), eV: 6.9105 / 7.0270
2S+1: 1

The geometry in XYZ format:
```
19
C8H8O2S ωB97M-V/def2-TZVPD
O -0.8795 0.0805 -3.0033
C 0.1418 -1.3517 1.6519
H -2.1276 -2.3727 -2.6751
C 0.6508 -0.1526 1.9995
H 0.2883 1.7107 -0.8980
C -0.6148 -1.4949 0.4785
H -1.3894 -0.3089 -3.7235
H 1.1625 1.8463 1.4508
H -0.5598 1.4687 1.3727
C -1.6181 -1.9124 -1.8483
C -0.3148 -0.3134 -0.7291
H 0.2461 -2.2136 2.2961
S -1.1563 -2.8874 -0.4480
C 0.4431 1.0776 1.1647
C -0.9362 -0.7219 -1.9066
H 1.1670 -0.0328 2.9392
C 0.5553 0.8088 -0.3406
H 1.5913 0.5552 -0.6079
O -2.2929 -3.5923 0.1503
```

Just the natural (NBO) charges please, in e? Sure, here they are:
1. O -0.66
2. C -0.28
3. H 0.23
4. C -0.13
5. H 0.24
6. C -0.26
7. H 0.49
8. H 0.22
9. H 0.22
10. C -0.54
11. C 0.04
12. H 0.23
13. S 1.36
14. C -0.44
15. C 0.25
16. H 0.21
17. C -0.46
18. H 0.23
19. O -0.95



<ii>
ORCA calculation (ωB97M-V/def2-TZVPD) on the molecule C8H8O2S.

SMILES: C=CS(=O)(=O)c1ccccc1
Molar mass, g mol⁻¹: 168.2
Kohn-Sham gap, eV: 10.1636
2S+1: 1

The geometry in XYZ format:
```
19
C8H8O2S ωB97M-V/def2-TZVPD
H 3.7296 -0.2477 0.1467
H -3.4479 -1.5145 1.9597
C 2.3307 1.1136 0.3692
H 2.7499 1.7756 0.8381
C 2.0868 -1.0570 -0.6249
O -1.7152 1.9850 -0.8635
H -3.0352 -1.8019 0.1403
O -1.9401 -0.3521 -1.6938
C -2.9053 -1.0057 1.0087
H 2.7066 -2.0290 -0.8981
S -1.5782 0.6084 -0.6559
C 0.1816 0.3464 -0.3709
H 0.7638 2.3490 0.4172
H -2.4399 0.7343 1.5603
C -2.3691 0.1156 0.8498
C 0.7654 -0.8043 -0.7501
H 0.2818 -1.5066 -1.5640
C 0.9322 1.3465 0.1534
C 2.9023 -0.0555 -0.0222
```

Just the natural (NBO) charges please, in e? Sure, here they are:
1. H 0.16
2. H 0.22
3. C -0.17
4. H 0.18
5. C -0.19
6. O -0.93
7. H 0.23
8. O -0.94
9. C -0.28
10. H 0.22
11. S 2.19
12. C -0.33
13. H 0.24
14. H 0.21
15. C -0.52
16. C -0.22
17. H 0.26
18. C -0.17
19. C -0.14



Result of the stability comparison: <ii> is the least stable of them.



<i>
ORCA calculation (ωB97M-V/def2-TZVPD) on a structure of composition Br5HSi2.

Molar mass, g mol⁻¹: 456.7
Kohn-Sham gap, eV: 7.9830
2S+1: 1

The geometry in XYZ format:
```
8
Br5HSi2 ωB97M-V/def2-TZVPD
Br -2.0908 -2.2035 0.7623
Si -1.4026 -0.1480 0.2552
Br -1.5038 1.2285 2.0530
Br 2.3851 1.0728 1.3206
Br -2.5894 0.8428 -1.3586
H 1.3524 1.1078 -1.6671
Br 2.4035 -1.9621 -0.8715
Si 1.4458 0.0618 -0.4939
```

Just the natural (NBO) charges please, in e? Sure, here they are:
1. Br -0.25
2. Si 0.72
3. Br -0.28
4. Br -0.28
5. Br -0.26
6. H -0.11
7. Br -0.25
8. Si 0.70



<ii>
ORCA calculation (ωB97M-V/def2-TZVPD) on a cluster of 2 separate species, Br5HSi2 in total.

Molar mass, g mol⁻¹: 456.7
Kohn-Sham gap (alpha / beta), eV: 6.9780 / 5.8938
2S+1: 1

The geometry in XYZ format:
```
8
Br5HSi2 ωB97M-V/def2-TZVPD
Br 2.1006 1.2409 0.3110
Si -2.0274 0.4571 0.0419
Si 1.5565 -0.8431 -0.0735
H -3.1965 -0.2955 0.4600
Br 2.1872 -2.3575 1.4845
Br 2.1799 -1.1408 -2.1584
Br -1.2259 1.5363 1.7628
Br -1.5745 1.4026 -1.8283
```

Just the natural (NBO) charges please, in e? Sure, here they are:
1. Br -0.29
2. Si 0.73
3. Si 0.75
4. H -0.14
5. Br -0.28
6. Br -0.28
7. Br -0.27
8. Br -0.23



Result of the stability comparison: <ii> is the least stable of them.